Below is a 2-piece molecular cluster, C4H10N2O overall, with properties calculated with ωB97M-V/def2-TZVPD.

Last column: Mulliken charge in e.
Positions of all 17 atoms, in Å:
C -0.152 1.473 -0.870  -0.72
O 1.129 1.365 -1.364  -0.46
H 1.279 0.445 -1.638  0.35
H -0.285 2.419 -0.351  0.44
H -0.957 1.244 -1.569  0.28
H 0.456 0.959 1.111  0.33
C -1.765 -0.593 0.664  -1.33
C -0.392 -0.641 0.046  0.49
C 1.972 -0.302 0.805  -0.44
N 0.718 -0.056 1.082  -0.15
N 0.024 -1.512 -0.783  -0.72
H -0.681 -2.210 -1.006  0.22
H -2.528 -0.425 -0.096  0.33
H -1.815 0.205 1.404  0.32
H -1.990 -1.538 1.164  0.41
H 2.750 0.404 1.063  0.28
H 2.236 -1.237 0.336  0.39

The LUMO energy (alpha / beta) comes out at 0.51 / 0.19 eV. The gap between HOMO and LUMO (alpha / beta) comes out at 7.699 / 6.966 eV. The calculation puts the energy at -342.99723 Eh. The HOMO energy (alpha / beta) is -7.193 / -6.779 eV.